Density functional theory data (wB97M-V/def2-TZVPD) for 5 unconnected molecules or ions with the total composition C14H41N3O5 at a distorted geometry.

Output
Structure (SMILES): COC[C@H](C)N.COC[C@H](C)N.COC[C@H](C)N.CO.CO
Energy relative to the best compared isomer or geometry (same formula, charge and spin): 25.7 kcal/mol
Molar mass: 331.498 g mol⁻¹

ORCA input file:
```
! wB97M-V def2-TZVPD RIJCOSX def2/J DEFGRID3
* xyz 0 1
C 0.89 1.14 -6.26
O 0.20 0.96 -5.03
C 0.15 2.13 -4.24
C -0.71 1.83 -3.02
C -0.96 3.10 -2.23
N -0.05 0.82 -2.14
H 0.26 1.69 -6.97
H 1.04 0.14 -6.66
H 1.86 1.62 -6.12
H 1.17 2.42 -3.96
H -0.32 2.94 -4.82
H -1.61 1.31 -3.36
H -1.68 2.90 -1.43
H -1.27 3.94 -2.84
H -0.05 3.39 -1.69
H 0.96 0.96 -2.10
H -0.19 -0.06 -2.63
C -5.17 -3.18 4.12
O -3.97 -2.55 3.70
C -4.18 -1.22 3.28
C -2.85 -0.53 3.12
C -1.85 -0.68 4.26
N -3.07 0.92 2.95
H -6.03 -2.89 3.50
H -5.36 -2.90 5.16
H -5.01 -4.26 4.05
H -4.69 -1.22 2.31
H -4.80 -0.67 4.00
H -2.29 -0.85 2.23
H -2.18 -0.28 5.22
H -0.88 -0.31 3.93
H -1.66 -1.73 4.53
H -3.93 1.23 2.53
H -2.28 1.35 2.48
C 4.48 -0.23 -0.81
O 3.34 -1.04 -0.61
C 2.60 -1.34 -1.77
C 3.41 -2.08 -2.84
C 2.63 -2.06 -4.16
N 3.67 -3.47 -2.52
H 4.73 0.29 0.12
H 4.24 0.55 -1.55
H 5.33 -0.83 -1.14
H 1.79 -1.96 -1.38
H 2.10 -0.46 -2.19
H 4.35 -1.54 -2.97
H 2.43 -1.09 -4.61
H 1.69 -2.60 -4.02
H 3.13 -2.65 -4.93
H 2.82 -4.02 -2.42
H 4.22 -3.55 -1.68
C 0.55 1.26 1.09
O -0.76 1.04 0.59
H 0.94 2.22 0.73
H 0.55 1.26 2.18
H 1.24 0.47 0.73
H -0.66 1.03 -0.39
C 0.23 1.39 6.12
O 0.92 2.00 7.21
H 0.70 1.65 5.17
H 0.41 0.31 6.21
H -0.84 1.61 6.15
H 0.29 2.38 7.82
*
```


Density functional theory data (wB97M-V/def2-TZVPD) for a molecular structure, C14H42F2O7S7Y at a distorted geometry.

Output
Energy relative to the best compared isomer or geometry (same formula, charge and spin): 0.0 kcal/mol
Molar mass: 673.854 g mol⁻¹

ORCA input file:
```
! wB97M-V def2-TZVPD RIJCOSX def2/J DEFGRID3
* xyz 1 1
Y -0.70 -0.65 -0.86
F -2.11 0.96 -1.37
F -2.02 -2.16 -1.71
C 1.29 -0.65 3.20
S -0.24 -1.24 2.52
O 0.26 -1.55 1.09
C -0.50 -2.85 3.09
H 2.13 -1.36 3.13
H 1.01 -0.40 4.23
H 1.41 0.36 2.81
H 0.18 -3.63 2.72
H -1.55 -3.08 2.82
H -0.56 -2.87 4.22
C 2.99 -0.23 -3.00
S 1.91 0.99 -2.36
O 1.43 0.57 -1.05
C 3.24 2.12 -1.93
H 3.43 -0.69 -2.10
H 3.69 0.29 -3.63
H 2.48 -1.05 -3.51
H 3.63 1.75 -0.97
H 2.75 3.05 -1.70
H 3.98 2.17 -2.71
C 4.62 1.43 5.70
S 4.28 2.08 4.04
O 2.84 1.83 3.82
C 4.40 3.88 4.38
H 5.70 1.53 5.86
H 4.27 0.38 5.72
H 3.98 1.95 6.44
H 5.36 4.26 4.59
H 3.68 4.19 5.18
H 4.08 4.37 3.47
C -4.49 -2.51 -0.04
S -4.12 -1.01 0.79
O -2.57 -0.91 0.74
C -4.66 0.14 -0.40
H -4.19 -3.36 0.57
H -3.90 -2.48 -0.95
H -5.56 -2.41 -0.19
H -4.11 0.02 -1.33
H -4.46 1.14 0.02
H -5.72 -0.02 -0.35
C -0.56 3.47 0.33
S -1.20 2.11 1.30
O -0.43 0.89 0.84
C -0.52 2.56 2.91
H -0.59 2.99 -0.67
H 0.52 3.47 0.58
H -1.15 4.28 0.56
H -0.72 3.60 3.06
H 0.54 2.32 2.69
H -0.90 1.93 3.72
C -1.66 1.67 -4.54
S -1.43 -0.02 -4.51
O -0.63 -0.30 -3.29
C -3.09 -0.50 -4.15
H -0.67 2.05 -4.93
H -1.99 1.95 -3.52
H -2.43 1.85 -5.28
H -3.67 -0.17 -5.03
H -3.32 -0.02 -3.16
H -3.22 -1.57 -4.01
C 0.06 -3.32 -3.72
S 0.87 -3.59 -2.16
O 1.11 -2.20 -1.54
C -0.39 -4.39 -1.30
H 0.82 -2.77 -4.36
H -0.76 -2.69 -3.44
H -0.28 -4.29 -4.07
H -1.37 -4.06 -1.61
H -0.23 -4.08 -0.21
H -0.28 -5.48 -1.46
*
```


| no. | gap between HOMO and LUMO (hartree) |
| --- | --- |
| 1 | 0.333 |
| 2 | 0.352 |